23
Properties=species:S:1:pos:R:3 method="wB97M-V/def2-TZVPD" homo_lumo_gap_ev=10.72 smiles="[H]/N=N/NN.CC(C)(C)O" e_lumo_ev=0.99 fmax_ev_per_a=1.702 e_above_lowest_kj_mol=223.6
C 0.999 0.836 0.936
H 0.620 -2.599 0.646
H -2.399 0.289 1.298
N 0.288 -1.972 -1.214
C -1.349 0.012 1.351
C -0.855 1.420 -0.680
H -0.591 -1.819 -1.710
N 1.366 -1.304 -1.502
N 1.236 -0.420 -2.392
H -0.592 0.584 -1.318
H 1.596 1.653 0.538
H -0.314 2.296 -1.042
H 0.908 -3.747 -0.523
H -1.194 -0.904 0.788
H -1.091 -0.155 2.394
C -0.497 1.149 0.785
H 1.238 0.723 1.987
H -0.328 3.046 1.213
N 0.288 -2.972 -0.246
O -0.812 2.294 1.568
H 2.138 0.042 -2.524
H 1.266 -0.067 0.417
H -1.918 1.615 -0.769